(1)
{"formula": "C5H8O2", "method": "the ωB97M-V functional and the def2-TZVPD basis", "elements": ["C", "O", "C", "C", "C", "C", "O", "H", "H", "H", "H", "H", "H", "H", "H"], "positions_angstrom": [[1.0522, 0.5531, 0.4355], [0.6067, 1.9967, 0.2899], [-0.1708, 1.4610, -0.6343], [-1.1946, 0.5553, -0.0427], [-0.1685, -0.3077, 0.7574], [0.1207, -1.5939, -0.1029], [0.6709, -1.1885, -1.2833], [1.9935, 0.5764, 0.9952], [1.2377, -0.0704, -0.6743], [-0.0892, 1.7901, -1.6778], [-1.7779, -0.0053, -0.7762], [-1.8556, 1.1328, 0.6194], [-0.4161, -0.4982, 1.8070], [0.8012, -2.2190, 0.5201], [-0.8101, -2.1825, -0.2330]], "energy_ev": -9404.0879, "homo_lumo_gap_ev": 7.272, "lumo_ev": -0.82}

=====

(2)
{"formula": "C15H20Br2F7N2O3", "method": "the ωB97M-V functional and the def2-TZVPD basis", "elements": ["C", "C", "Br", "C", "Br", "C", "C", "C", "N", "N", "C", "O", "F", "C", "O", "F", "C", "C", "F", "F", "C", "F", "F", "F", "C", "H", "H", "H", "H", "H", "H", "H", "H", "H", "H", "H", "H", "H", "H", "C", "C", "O", "C", "H", "H", "H", "H", "H", "H"], "positions_angstrom": [[-3.2674, -0.2947, 1.4557], [-2.1940, 0.4420, 0.6342], [-1.5428, 1.9209, 1.7306], [-1.0980, -0.5244, 0.1900], [-0.1130, -1.1408, 1.7541], [-0.1826, -0.1207, -1.0009], [-0.5627, 1.1278, -1.8009], [-0.0835, 2.4808, -1.2914], [1.2216, 2.5396, -0.4924], [1.0644, 3.6050, 0.4996], [1.0508, 4.9096, -0.0482], [0.6767, 5.8345, 0.5515], [1.4952, 4.9361, -1.2897], [1.8429, 3.5453, 1.7114], [1.6399, 2.8412, 2.6159], [2.8051, 4.4316, 1.6817], [1.7596, 1.2522, 0.0402], [3.2806, 1.3043, -0.0159], [3.6899, 1.2825, -1.3211], [3.7252, 2.4898, 0.4835], [4.0083, 0.1373, 0.7427], [5.1546, 0.6087, 1.2575], [3.2318, -0.3242, 1.7380], [4.2769, -0.8628, -0.1130], [1.3163, 0.0204, -0.7404], [-3.2109, -1.3640, 1.2990], [-4.2592, 0.0474, 1.1949], [-3.1017, -0.1264, 2.5088], [-2.7005, 0.8671, -0.2192], [-1.6380, -1.4117, -0.1242], [-0.2513, -0.9297, -1.7163], [-0.1577, 0.9809, -2.7959], [-1.6305, 1.1997, -1.9517], [-0.8505, 2.9465, -0.6942], [0.0631, 3.1388, -2.1374], [1.9273, 2.8807, -1.1555], [1.4547, 1.0524, 1.0616], [1.6765, -0.8623, -0.2338], [1.7717, 0.0178, -1.7249], [-1.1960, -5.2803, 0.5271], [-2.2444, -4.4695, -0.1829], [-2.2741, -3.2578, -0.0886], [-3.2535, -5.2168, -1.0090], [-0.5370, -4.6197, 1.0860], [-1.6706, -5.9792, 1.2166], [-0.6091, -5.8460, -0.1977], [-3.8071, -5.9134, -0.3785], [-2.7476, -5.7800, -1.7942], [-3.9496, -4.5162, -1.4629]], "energy_ev": -184102.1110, "homo_lumo_gap_ev": 9.069, "total_charge": 1, "lumo_ev": -3.31}

=====

(3)
{"formula": "C5H10N2O", "method": "the ωB97M-V functional and the def2-TZVPD basis", "elements": ["C", "C", "C", "N", "C", "N", "H", "H", "H", "H", "H", "H", "H", "H", "C", "O", "H", "H"], "positions_angstrom": [[-1.9844, -0.3161, 0.1762], [-0.6968, 0.3344, 0.7748], [0.5163, -0.5784, 0.5030], [0.5478, -1.0977, -0.8163], [1.3945, -0.8632, 1.4420], [1.7525, -1.2877, 2.5252], [-2.0438, -0.1259, -1.0002], [-1.8864, -1.3396, 0.3322], [-2.9344, 0.0621, 0.5018], [-0.5603, 1.3402, 0.2895], [-0.8296, 0.2182, 1.9174], [-0.0274, -0.5666, -1.5243], [0.8626, -2.0648, -0.9188], [2.5468, -0.8134, 3.1628], [2.6823, -0.0566, -1.4140], [2.0987, 0.9612, -1.7064], [2.6431, -0.5130, -0.3581], [3.4632, -0.5349, -2.0713]], "energy_ev": -10370.8686, "homo_lumo_gap_ev": 8.323, "smiles": "CCC(N)=C=N.C=O", "lumo_ev": 0.74}

=====

(4)
{"formula": "C7H17AgF6N9O11S2", "method": "the ωB97M-V functional and the def2-TZVPD basis", "elements": ["Ag", "C", "F", "F", "F", "S", "O", "O", "N", "S", "O", "O", "C", "F", "F", "F", "O", "C", "O", "O", "H", "C", "O", "N", "N", "H", "H", "H", "H", "C", "O", "N", "N", "H", "H", "H", "H", "C", "O", "N", "N", "H", "H", "H", "H", "C", "O", "N", "N", "H", "H", "H", "H"], "positions_angstrom": [[0.3098, 0.0716, -0.2494], [-3.1994, 2.0841, 0.2545], [-3.8215, 3.2519, 0.3905], [-2.5208, 1.8377, 1.3616], [-4.0824, 1.1204, 0.0755], [-2.0066, 2.3022, -1.1721], [-2.7553, 2.7972, -2.2764], [-0.9436, 3.0880, -0.6312], [-1.4151, 0.7364, -1.3950], [-2.2928, -0.1240, -2.4277], [-1.9684, -1.5152, -2.2288], [-3.6927, 0.1640, -2.5045], [-1.5323, 0.2660, -4.0896], [-0.3872, -0.4212, -4.1817], [-2.3540, -0.1313, -5.0518], [-1.2471, 1.5497, -4.2502], [3.5251, -1.5475, 1.2290], [2.2487, -1.7866, 1.6629], [1.3774, -0.9210, 1.3787], [2.0319, -2.8297, 2.2904], [3.9619, -2.3802, 1.4507], [-1.8384, -2.1368, 1.3171], [-1.3533, -1.1005, 0.8913], [-1.1623, -2.9096, 2.1952], [-3.0804, -2.5372, 0.9397], [-1.3762, -3.8550, 2.4538], [-0.2121, -2.6151, 2.3972], [-3.6159, -1.9517, 0.3250], [-3.5105, -3.3444, 1.3515], [3.0476, 1.8411, -0.3382], [2.1879, 1.2728, -1.0042], [3.2212, 3.2112, -0.4590], [4.0324, 1.1983, 0.3520], [2.4258, 3.7909, -0.6563], [4.0609, 3.6065, -0.0745], [3.8264, 0.2498, 0.6425], [4.6812, 1.7459, 0.8873], [0.7054, -2.6085, -1.7925], [1.2012, -1.4742, -1.7218], [0.4523, -3.3583, -0.6823], [0.3386, -3.1662, -2.9735], [0.8750, -3.1122, 0.1978], [-0.0681, -4.2155, -0.7011], [0.5566, -2.6449, -3.7998], [-0.2285, -3.9903, -2.9377], [0.5903, 2.2969, 2.5006], [0.3040, 1.6620, 1.5034], [1.6099, 3.2090, 2.5640], [-0.1518, 2.1883, 3.6506], [2.1211, 3.4717, 1.7431], [1.6985, 3.7356, 3.4135], [0.2373, 2.4966, 4.5235], [-0.8116, 1.4307, 3.6561]], "energy_ev": -85445.7340, "spin_multiplicity": 2, "homo_lumo_gap_ev": [10.052, 7.078], "s_squared": 0.752, "lumo_ev": [0.31, -2.61]}

=====

(5)
{"formula": "C44H48FN7O6S3Sn", "method": "the ωB97M-V functional and the def2-TZVPD basis", "elements": ["Sn", "F", "C", "C", "C", "C", "O", "C", "C", "N", "C", "C", "C", "C", "C", "C", "N", "C", "C", "N", "C", "C", "C", "O", "O", "H", "H", "H", "H", "H", "H", "H", "H", "H", "H", "H", "H", "H", "H", "H", "H", "H", "H", "C", "N", "C", "C", "C", "C", "C", "C", "C", "C", "H", "H", "H", "H", "H", "H", "H", "H", "H", "H", "H", "H", "C", "C", "C", "N", "C", "S", "N", "C", "O", "C", "C", "C", "C", "C", "C", "H", "H", "H", "H", "H", "H", "H", "H", "H", "H", "H", "H", "H", "H", "O", "S", "O", "N", "C", "S", "C", "C", "C", "C", "C", "C", "H", "H", "H", "H"], "positions_angstrom": [[-1.2282, -0.8102, -0.8559], [5.3831, -2.2432, -1.8314], [4.8889, -0.9818, -1.7774], [3.5409, -0.8020, -1.7820], [3.0101, 0.4857, -1.6304], [1.5672, 0.6780, -1.5728], [0.8017, -0.2920, -1.8093], [1.1353, 1.9709, -1.2187], [2.0398, 2.9941, -1.1358], [3.3593, 2.8470, -1.3058], [4.2238, 4.0146, -1.3385], [5.1631, 4.2584, -0.1934], [3.9723, 5.1450, -0.3958], [3.8859, 1.5686, -1.4908], [5.2683, 1.3619, -1.5561], [5.7958, 0.0913, -1.6961], [7.1818, -0.0916, -1.7798], [8.0994, 0.6008, -0.9019], [8.7349, -0.3688, 0.0900], [9.3923, -1.4965, -0.6676], [8.4019, -2.2038, -1.5625], [7.8136, -1.1716, -2.5083], [-0.2692, 2.2035, -0.8047], [-0.5247, 3.1650, -0.0856], [-1.1357, 1.3499, -1.2206], [2.8697, -1.6448, -1.8755], [1.6889, 3.9961, -0.9330], [4.5622, 4.2552, -2.3384], [6.1464, 4.6500, -0.4149], [5.1207, 3.5685, 0.6392], [4.1311, 6.1442, -0.7735], [3.1595, 5.0633, 0.3122], [5.9343, 2.2107, -1.5282], [7.5835, 1.3708, -0.3342], [8.8877, 1.0877, -1.4897], [7.9800, -0.8119, 0.7375], [9.4890, 0.1227, 0.7026], [9.8264, -2.1550, -0.0189], [10.1357, -1.1058, -1.2530], [7.6294, -2.6313, -0.9270], [8.9171, -3.0022, -2.0937], [7.1157, -1.6523, -3.1855], [8.6204, -0.7477, -3.1215], [-4.9134, -2.8228, 1.7625], [-5.0041, -3.3790, 0.4374], [-5.5533, -4.7121, 0.2478], [-4.0446, -2.9200, -0.5204], [-4.3104, -1.5200, -1.0351], [-5.6448, -1.1337, -1.2041], [-5.9943, 0.1087, -1.6909], [-5.0118, 1.0241, -2.0330], [-3.6674, 0.7032, -1.8804], [-3.3603, -0.5564, -1.3671], [-5.3083, -3.5233, 2.4960], [-5.4993, -1.8996, 1.8604], [-3.8689, -2.6070, 2.0392], [-6.0733, -5.0184, 1.1525], [-4.7803, -5.4544, 0.0230], [-6.2747, -4.7234, -0.5728], [-4.0544, -3.5994, -1.3724], [-3.0306, -2.9356, -0.1036], [-6.4022, -1.8520, -0.9145], [-7.0388, 0.3664, -1.8058], [-5.2775, 1.9972, -2.4284], [-2.9083, 1.4118, -2.1334], [-2.6926, 5.3484, 1.6474], [-3.3226, 4.7053, 0.4143], [-3.9483, 3.3563, 0.7238], [-2.8949, 2.3720, 1.0294], [-3.0591, 1.1311, 1.3742], [-1.6774, 0.0369, 1.5223], [-4.2622, 0.5875, 1.6616], [-5.4759, 1.0833, 2.2396], [-6.5015, 0.5526, 1.9159], [-5.3801, 2.1157, 3.3054], [-6.5427, 2.8125, 3.6242], [-6.5336, 3.7311, 4.6596], [-5.3706, 3.9376, 5.3920], [-4.2165, 3.2273, 5.0891], [-4.2194, 2.3135, 4.0471], [-2.3980, 6.3761, 1.4383], [-1.8018, 4.8036, 1.9663], [-3.3982, 5.3668, 2.4812], [-2.5678, 4.5885, -0.3667], [-4.1109, 5.3452, 0.0159], [-4.5270, 2.9824, -0.1250], [-4.6213, 3.4617, 1.5682], [-1.9559, 2.6419, 0.7046], [-4.3207, -0.4026, 1.4519], [-7.4391, 2.6234, 3.0489], [-7.4348, 4.2755, 4.9062], [-5.3652, 4.6522, 6.2043], [-3.3200, 3.3716, 5.6768], [-3.3217, 1.7464, 3.8340], [-1.4547, -4.6522, -3.2033], [-1.3713, -4.8449, -1.7934], [-2.4590, -5.4392, -1.0881], [-0.9670, -3.3576, -1.0704], [0.1551, -3.4331, -0.4296], [0.7205, -2.0398, 0.3729], [0.8404, -4.7449, -0.4853], [2.0230, -5.1370, 0.1136], [2.4643, -6.4357, -0.1061], [1.7394, -7.3117, -0.9098], [0.5454, -6.9198, -1.5072], [0.1256, -5.6280, -1.2767], [2.5815, -4.4515, 0.7383], [3.3816, -6.7765, 0.3540], [2.1062, -8.3163, -1.0709], [-0.0296, -7.6011, -2.1192]], "energy_ev": -110164.4303, "homo_lumo_gap_ev": 5.929, "total_charge": 2, "lumo_ev": -5.15}

=====

(6)
{"formula": "C3H10N", "method": "the ωB97M-V functional and the def2-TZVPD basis", "elements": ["C", "C", "N", "C", "H", "H", "H", "H", "H", "H", "H", "H", "H", "H"], "positions_angstrom": [[1.3132, 0.3695, -1.3193], [0.7967, 0.0459, 0.1243], [-0.7928, -0.0867, -0.0496], [-1.3606, -0.2863, 1.3391], [1.1629, 1.3060, -1.7855], [2.4226, 0.3006, -1.2895], [1.1244, -0.3326, -2.1444], [1.0894, -1.0026, 0.4128], [1.1451, 0.4816, 1.0381], [-1.0672, -0.7641, -0.8204], [-0.9782, 0.9263, -0.4334], [-1.1348, -1.1129, 2.0640], [-2.4091, -0.4654, 0.9531], [-1.3118, 0.6206, 1.9107]], "energy_ev": -4754.9704, "homo_lumo_gap_ev": 13.158, "smiles": "CC[NH2+]C", "total_charge": 1, "lumo_ev": -3.68}